63
Properties=species:S:1:pos:R:3:mulliken_spin:R:1 method="wB97M-V/def2-TZVPD" spin_multiplicity=2 largest_force_ev_per_a=0.52 mol_weight_g_mol=487.53 orbital_gap_ev="6.716 / 6.631" relative_energy_kcal_mol=0.0 e_lumo_ev="0.43 / 0.43"
H 0.3651 -3.4458 2.2146 0.00
H 2.7087 -1.0601 4.8531 0.00
H 0.3199 -0.8537 -4.1216 0.00
C 1.7137 1.3277 -3.4760 0.00
H 4.2790 -0.5326 0.7775 0.00
H -3.0881 3.5975 0.9052 0.00
H -1.2176 0.9357 -3.1632 0.00
N 0.3969 -1.5609 0.1045 0.00
H 3.3118 -1.3696 -0.4568 0.00
H -2.0807 0.5629 -1.6681 0.00
H -0.7284 3.4281 0.4969 0.00
N -0.7313 -0.9273 -2.2831 -0.02
C 2.2676 -1.2171 3.8784 0.00
C -1.0467 3.2692 1.5291 0.00
H -2.5487 -0.2457 -3.1836 0.00
H 0.9533 0.9895 -4.1782 0.00
H -3.3088 -4.2198 0.9508 0.00
C 1.0180 -1.5797 1.3325 0.00
C -2.4998 3.6467 1.8228 0.00
C -1.5855 -3.0010 0.6916 0.00
C 1.9288 -0.5168 1.5983 0.00
C 1.4940 -2.3332 3.6111 0.00
H -4.1067 -3.9450 -1.3881 0.00
C -2.5090 -2.5873 -1.8756 0.00
H -2.5680 2.7862 3.8081 0.00
C -0.2542 -1.5541 -3.5220 0.00
C -2.5889 1.2663 2.2731 0.00
H 2.5434 1.7178 -4.0668 0.00
H 1.8925 2.1264 1.3433 0.00
H 2.7808 2.2404 -0.1707 0.00
C -3.0204 2.6161 2.8271 0.00
H 4.0907 0.2026 -0.8044 0.00
C 2.5127 -0.3325 2.8358 0.00
H -2.5718 4.6642 2.2052 0.00
N 2.1046 0.2164 -2.5783 0.00
H -0.3438 3.7633 2.2001 0.00
C -1.3639 -1.9484 -1.4383 0.01
H 3.6272 1.7548 1.3194 0.00
C 1.0864 2.4596 -2.6378 0.00
H 1.3503 -3.0868 4.3763 0.00
H 3.1817 0.5044 2.9906 0.00
H -2.6644 0.4268 2.9611 0.00
C 0.8954 -2.5241 2.3752 0.00
H 0.3700 -2.4101 -3.2679 0.00
O 0.6322 2.0584 -1.5047 0.00
C -3.2099 -3.4482 -1.0441 0.00
C -0.7899 -2.2032 -0.1624 -0.02
H -4.1016 2.6573 2.9580 0.00
C 3.5756 -0.3952 -0.0486 0.00
H 2.9640 0.5030 -2.1276 0.00
H -2.8847 -2.3833 -2.8709 0.00
C 2.6920 1.6764 0.7562 0.02
H -1.0885 -1.9056 -4.1371 0.00
S -0.8619 1.4677 1.7691 0.00
Mn 0.6538 0.1460 -0.9533 0.98
N 2.3503 0.2817 0.4399 -0.02
H -1.3233 -3.1298 1.7249 0.00
O 1.0448 3.5932 -3.0861 0.01
C -1.7080 0.1429 -2.5992 0.02
H 2.3338 -0.6269 -3.0934 0.00
C -2.7503 -3.6081 0.2520 0.00
O -0.7827 0.8967 0.3813 0.01
H -3.1116 1.0256 1.3449 0.00

57
Properties=species:S:1:pos:R:3:mulliken_spin:R:1 method="wB97M-V/def2-TZVPD" spin_multiplicity=3 largest_force_ev_per_a=0.10 mol_weight_g_mol=758.41 orbital_gap_ev="7.503 / 4.454" relative_energy_kcal_mol=0.0 total_charge=+1 e_lumo_ev="-2.60 / -5.64"
H -4.0543 -3.2430 -1.1937 0.00
H -3.7194 2.4870 -0.7550 -0.01
H -3.1683 -4.7040 -0.7160 0.00
H -0.9819 -3.0985 3.0154 0.01
H 0.3664 1.6048 6.6349 0.00
C -0.0099 4.0650 -1.7769 0.00
C -2.4267 -2.8070 0.0741 -0.01
H 0.4148 2.4825 4.3164 0.00
C 4.8683 -1.2629 -2.8969 0.00
C 6.2087 -1.0564 -3.1495 0.00
Br -0.0734 5.9507 -1.7721 0.00
C 1.2428 2.0193 -2.0333 0.00
H 2.0371 -0.6481 -2.3323 0.00
H -1.7078 -5.3911 0.9481 0.00
H -3.3018 0.4131 3.6441 0.00
O -2.1939 1.1475 -1.2551 0.05
O -2.2542 -1.5903 -0.2280 0.05
H -0.8142 -0.4004 -1.7751 -0.01
Se -1.4103 2.1091 1.9819 0.71
H -2.0021 -1.7165 2.6280 -0.01
N -1.4040 0.5874 6.4150 0.04
H 6.8525 -1.9087 -3.3215 0.00
H -4.1993 0.8646 -1.3056 0.01
H -3.1940 -0.3360 6.0093 0.00
C 5.9868 1.3564 -2.9830 0.00
C -1.4298 1.4858 3.7904 0.01
C -0.3978 1.8477 4.6429 0.03
C 4.6273 1.1680 -2.7266 0.00
C -2.4014 0.2755 5.5928 -0.01
N -2.0480 -3.3164 1.2352 0.01
C -3.5102 1.6885 -1.4657 0.01
H -2.1065 3.8799 -1.3482 0.00
C -0.4305 1.3585 5.9431 -0.02
H -3.3469 -4.9689 1.5013 0.00
N 2.7532 0.0506 -2.4127 0.00
N 3.6349 2.0996 -2.4878 0.00
C -1.3385 -2.4779 2.1997 0.04
O 0.0955 -0.0704 -1.7829 -0.01
C 1.1802 3.4164 -2.0142 0.00
C -1.1100 1.9792 -1.5399 0.03
H 7.8178 0.3468 -3.3944 0.00
H -2.4749 -3.5678 -1.8855 0.00
H 6.4055 2.3529 -3.0165 0.00
C 4.0926 -0.1259 -2.6866 0.00
C -3.0699 -3.6574 -0.9769 0.00
C -2.2902 -4.7247 1.5821 0.00
Pt -1.9460 0.1759 0.8548 1.11
C -2.4629 0.6884 4.2700 0.02
C -1.1814 3.3555 -1.5344 0.00
C 0.0795 1.2951 -1.7958 -0.02
C 2.5467 1.4008 -2.3113 0.00
H -0.4769 -1.9992 1.7324 0.00
H 2.0924 3.9640 -2.2030 0.00
C 6.7611 0.2361 -3.1915 0.00
H 4.4470 -2.2592 -2.8683 0.00
H -1.9873 -4.8789 2.6120 0.00
H -3.5865 2.0569 -2.4877 0.00

no.,electronic energy (eV)
1,-77591.4581
2,-174972.2522